one:
This record from the OMol25 dataset describes the ion C2H5N2O with charge +1. The level of theory is the ωB97M-V functional and the def2-TZVPD basis.

CARTESIAN COORDINATES (ANGSTROEM)
C -0.171 -1.002 -0.434
C 0.654 1.108 0.227
N -0.675 -1.087 1.040
N -0.010 0.436 -0.739
O -0.756 -0.052 1.645
H 0.770 -1.554 -0.620
H -0.952 -1.588 -0.948
H 1.571 0.830 0.821
H 0.342 2.118 0.329
H -0.772 0.791 -1.321

Values from the calculation:
- net charge = +1
- HOMO energy (eV) = -15.36
- SMILES = C=[NH+]CN=O
- gap between HOMO and LUMO (eV) = 9.4235
- E_LUMO (hartree) = -0.2180

For reference, the Mulliken charges in units of e are: number 1, C, carries -0.38; number 2, C, carries -0.13; number 3, N, carries 0.23; number 4, N, carries -0.09; number 5, O, carries -0.21; number 6, H, carries 0.30; number 7, H, carries 0.34; number 8, H, carries 0.30; number 9, H, carries 0.31; number 10, H, carries 0.33


two:
This record from the OMol25 dataset describes the ion C2H5N2O with charge +1. The level of theory is the ωB97M-V functional and the def2-TZVPD basis.

CARTESIAN COORDINATES (ANGSTROEM)
C 0.660 0.288 -0.444
C -0.283 -0.859 -0.071
N -1.785 0.782 0.211
N 1.862 0.510 -0.035
O -1.601 -0.373 -0.152
H -0.261 -1.529 -0.851
H -0.317 -1.410 0.866
H -2.871 1.042 0.025
H 2.383 0.045 0.747
H 2.213 1.503 -0.298

Values from the calculation:
- net charge = +1
- HOMO energy (spin up / spin down) (eV) = -13.42 / -14.50
- gap between HOMO and LUMO (spin up / spin down) (eV) = 6.0874 / 8.4762
- E_LUMO (spin up / spin down) (hartree) = -0.2696 / -0.2214

For reference, the Mulliken charges in units of e are: number 1, C, carries -0.32; number 2, C, carries 0.09; number 3, N, carries -0.20; number 4, N, carries -0.21; number 5, O, carries 0.07; number 6, H, carries 0.26; number 7, H, carries 0.35; number 8, H, carries 0.32; number 9, H, carries 0.28; number 10, H, carries 0.36


Most favorable first, least favorable last: one, two


one:
This record from the OMol25 dataset describes the ion C2H5N2O with charge +1. The level of theory is the ωB97M-V functional and the def2-TZVPD basis.

CARTESIAN COORDINATES (ANGSTROEM)
C 0.918 0.113 1.060
C 0.344 0.310 -0.240
N -0.025 1.031 0.844
N -0.698 -0.669 -0.834
O 1.593 -0.543 1.765
H 1.068 0.510 -0.975
H -0.409 1.822 1.188
H -1.153 -0.125 -1.636
H -1.323 -0.887 0.004
H -0.315 -1.562 -1.176

Values from the calculation:
- net charge = +1
- HOMO energy (eV) = -14.91
- SMILES = [NH3+][C@H]1NC1=O
- gap between HOMO and LUMO (eV) = 10.6891
- E_LUMO (hartree) = -0.1552

For reference, the Mulliken charges in units of e are: number 1, C, carries 0.53; number 2, C, carries -0.30; number 3, N, carries -0.22; number 4, N, carries -0.38; number 5, O, carries -0.41; number 6, H, carries 0.44; number 7, H, carries 0.20; number 8, H, carries 0.38; number 9, H, carries 0.39; number 10, H, carries 0.37


two:
This record from the OMol25 dataset describes the ion C2H5N2O with charge +1. The level of theory is the ωB97M-V functional and the def2-TZVPD basis.

CARTESIAN COORDINATES (ANGSTROEM)
C -0.566 -0.008 0.199
C 0.635 0.611 0.522
N 2.197 -0.814 -0.260
N -1.008 -0.837 -0.683
O 1.421 0.159 -0.550
H 0.572 1.757 0.565
H 1.023 0.308 1.510
H 2.566 -1.286 -1.062
H -0.336 -1.243 -1.205
H -2.023 -1.123 -0.662

Values from the calculation:
- net charge = +1
- HOMO energy (spin up / spin down) (eV) = -14.06 / -15.38
- gap between HOMO and LUMO (spin up / spin down) (eV) = 7.1839 / 9.9401
- E_LUMO (spin up / spin down) (hartree) = -0.2525 / -0.1999

For reference, the Mulliken charges in units of e are: number 1, C, carries 0.24; number 2, C, carries 0.02; number 3, N, carries -0.43; number 4, N, carries -0.18; number 5, O, carries -0.07; number 6, H, carries 0.31; number 7, H, carries 0.31; number 8, H, carries 0.27; number 9, H, carries 0.21; number 10, H, carries 0.33


three:
This record from the OMol25 dataset describes the ion C2H5N2O with charge +1. The level of theory is the ωB97M-V functional and the def2-TZVPD basis.

CARTESIAN COORDINATES (ANGSTROEM)
C 2.102 -0.346 -0.203
C -1.283 0.535 0.051
N 0.099 0.962 0.052
N 1.137 0.370 -0.023
O -1.392 -0.917 0.050
H 2.606 -0.918 0.628
H 2.548 -0.641 -1.249
H -1.758 0.915 1.012
H -1.745 1.070 -0.758
H -2.314 -1.030 0.440

Values from the calculation:
- net charge = +1
- HOMO energy (eV) = -15.92
- SMILES = C=[N+]=NCO
- gap between HOMO and LUMO (eV) = 9.8034
- E_LUMO (hartree) = -0.2249

For reference, the Mulliken charges in units of e are: number 1, C, carries -0.11; number 2, C, carries -0.11; number 3, N, carries -0.42; number 4, N, carries 0.54; number 5, O, carries -0.47; number 6, H, carries 0.29; number 7, H, carries 0.28; number 8, H, carries 0.33; number 9, H, carries 0.32; number 10, H, carries 0.35


Most favorable first, least favorable last: one, three, two